{
  "formula": "C2H3I3O2",
  "method": "ωB97M-V with the def2-TZVPD basis set",
  "homo_ev": [-6.2348, -9.0049],
  "e_tot_ev": -30515.0278,
  "fmax_ev_per_a": 5.54,
  "e_above_lowest_kj_mol": 111.5,
  "multiplicity": 3,
  "orbital_gap_ev": [6.4, 5.1],
  "symbols": ["I", "I", "I", "O", "O", "C", "C", "H", "H", "H"],
  "positions_angstrom": [[-2.2829, 0.2261, 1.2523], [-1.6088, -0.3933, -2.4707], [1.6582, 0.9552, -2.0784], [0.0411, -1.3452, 0.1709], [0.7036, 0.4473, 1.1018], [-0.1978, -0.0169, 0.2403], [-0.3580, 0.7307, -1.2092], [-0.6620, -1.8800, -0.0585], [-0.9440, 1.6526, -0.9588], [1.1804, -0.2974, 1.3422]],
  "atomic_forces_ev_per_a": [[0.01, 0.02, 0.08], [0.12, -0.18, -0.44], [2.82, 0.34, -1.53], [2.81, 0.61, 0.49], [-0.65, 3.58, -1.07], [-2.04, 0.04, -1.78], [-3.13, -0.25, 4.56], [-2.55, -1.44, -0.97], [0.88, -0.41, -0.55], [1.74, -2.30, 1.21]]
}

{
  "formula": "C4H14O3",
  "method": "ωB97M-V with the def2-TZVPD basis set",
  "homo_ev": -9.6879,
  "e_tot_ev": -10513.4046,
  "fmax_ev_per_a": 8.08,
  "e_above_lowest_kj_mol": 436.6,
  "smiles": "CCO.CCO.O",
  "orbital_gap_ev": 10.2,
  "symbols": ["O", "O", "O", "C", "C", "C", "C", "H", "H", "H", "H", "H", "H", "H", "H", "H", "H", "H", "H", "H", "H"],
  "positions_angstrom": [[-0.6248, -0.4147, -2.3218], [-0.8689, 0.7956, -0.8793], [-0.1243, -3.3645, 0.8622], [-0.4080, 1.5581, 0.1833], [1.0165, -1.3482, 1.2408], [-0.1593, -1.9813, 0.4865], [0.4069, 2.7606, -0.2190], [1.9600, -1.8284, 0.9813], [-0.6538, -0.7603, -1.4296], [1.0244, -1.5168, 2.3177], [1.3795, 2.4783, -0.6220], [0.1790, 0.9597, 0.8800], [-1.2146, 1.9741, 0.7869], [-1.1079, -1.5511, 0.8075], [-0.2088, 3.3707, -0.8799], [-0.8029, 0.5205, -2.2229], [0.2612, -3.9076, 0.1708], [1.1032, -0.2780, 1.0529], [-1.6278, 1.1806, -1.3236], [-0.0432, -1.9424, -0.5966], [0.5135, 3.2952, 0.7249]],
  "atomic_forces_ev_per_a": [[0.46, -4.76, -5.88], [-1.04, 4.50, 6.63], [-0.72, -0.28, 0.17], [-0.17, 1.77, 1.46], [0.48, 0.24, -0.26], [1.29, -0.92, 0.98], [-0.24, -0.18, 0.42], [-0.01, 0.04, -0.61], [-0.06, 0.07, -0.99], [-0.82, 0.06, 0.07], [-0.11, 0.29, -0.22], [-0.43, -0.07, -0.51], [-0.46, -0.25, 0.11], [-0.07, -0.10, -0.14], [0.41, 0.17, -0.26], [1.35, -1.57, -2.04], [-0.02, 0.22, -0.11], [0.35, -0.45, 0.08], [-0.74, 0.60, 1.06], [0.11, 0.23, 0.20], [0.45, 0.39, -0.17]]
}

{
  "formula": "C28H46O5S",
  "method": "ωB97M-V with the def2-TZVPD basis set",
  "homo_ev": -9.8492,
  "e_tot_ev": -50846.5978,
  "fmax_ev_per_a": 5.14,
  "smiles": "COCCCCc1cc(S(C)(=O)=O)cc2c1C(=O)C=CC2=O.CCCCCC.CCCCCC",
  "orbital_gap_ev": 8.0,
  "symbols": ["S", "O", "O", "O", "O", "O", "C", "C", "C", "C", "C", "C", "C", "C", "C", "C", "C", "C", "C", "C", "C", "C", "C", "C", "C", "C", "C", "C", "C", "C", "C", "C", "C", "C", "H", "H", "H", "H", "H", "H", "H", "H", "H", "H", "H", "H", "H", "H", "H", "H", "H", "H", "H", "H", "H", "H", "H", "H", "H", "H", "H", "H", "H", "H", "H", "H", "H", "H", "H", "H", "H", "H", "H", "H", "H", "H", "H", "H", "H", "H"],
  "positions_angstrom": [[-0.4902, -3.3094, 1.8762], [3.4742, -0.7302, -1.7238], [0.0351, 3.1000, -1.7963], [0.4291, -4.4092, 1.4026], [-2.7956, 5.7279, 0.6622], [-1.9145, -3.8097, 1.7913], [2.3659, 2.7629, -1.0125], [-5.3562, -0.1484, 2.3492], [-2.8386, 2.3612, -0.8511], [-7.1218, 0.4477, 4.1423], [-3.3639, 3.8660, -1.0022], [6.3338, -3.1422, -3.8632], [2.8164, 0.1419, -1.1166], [-1.2352, -0.5194, 1.0825], [-0.0391, -3.0310, 3.6816], [1.4174, -0.1432, -0.3622], [-0.2064, -1.6806, 1.0425], [1.1605, -1.5153, 0.2881], [9.4421, -3.5676, -3.9923], [-5.6067, -1.6575, 2.3785], [-0.9669, 0.8728, 0.3970], [0.7991, 2.3801, -1.1139], [-5.6828, 0.5962, 3.6470], [0.3793, 1.0445, -0.3443], [-4.7512, -2.3931, 3.4007], [7.3600, -2.6503, -2.8385], [-1.6394, 5.9618, 1.5220], [-2.3373, 5.0027, -0.5385], [3.3034, 1.6802, -1.0386], [-2.0703, 2.0294, 0.5153], [6.0859, -2.2023, -5.0443], [-8.1554, 1.0080, 3.1751], [8.7511, -2.3483, -3.3978], [5.5159, -0.8523, -4.6319], [0.2114, -4.0220, 4.1846], [-3.6872, -2.2306, 3.2073], [5.3774, -2.6846, -5.7267], [-3.5365, 4.0345, -2.1346], [-0.9341, -2.5251, 4.1735], [8.6983, -1.5532, -4.1486], [-7.3479, -0.6022, 4.3544], [-1.3418, 5.0185, 2.1175], [-8.1483, 0.4727, 2.2223], [8.8936, -3.9637, -4.8504], [9.5393, -4.3626, -3.2478], [-2.2150, 2.0031, -1.7552], [1.9111, -2.3815, 0.2382], [-3.7796, 1.6858, -0.8666], [-6.6647, -1.8664, 2.5662], [6.2087, -0.2995, -3.9928], [-5.9324, 0.2864, 1.5253], [-1.3062, 4.5837, -0.2672], [5.3215, -0.2396, -5.5167], [-7.9706, 2.0674, 2.9772], [-9.1585, 0.9138, 3.5994], [7.0078, -2.0532, -5.6158], [2.6780, 3.8608, -0.9373], [-1.5829, 2.9173, 1.0366], [0.8918, -2.3597, 3.6642], [-5.3860, -2.0634, 1.3852], [-4.9427, -3.4678, 3.3482], [-2.1428, 5.8027, -1.3503], [-1.8704, 6.8553, 2.2177], [4.5729, -0.9756, -4.0933], [-5.4681, 1.6610, 3.4962], [6.6457, -4.1178, -4.2512], [-2.2158, -0.6688, 1.6683], [5.3839, -3.3153, -3.3436], [-5.0030, 0.2632, 4.4387], [7.4515, -3.4087, -2.0520], [6.9779, -1.7509, -2.3438], [-7.2154, 0.9795, 5.0960], [-4.9716, -2.0667, 4.4203], [4.4034, 1.9690, -0.9697], [-0.7056, 6.2829, 0.9249], [-4.3972, 4.0538, -0.5223], [-4.3015, 0.0304, 2.1055], [9.3738, -1.9596, -2.5838], [-2.8653, 1.6255, 1.2521], [10.4457, -3.3022, -4.3357]],
  "atomic_forces_ev_per_a": [[-1.28, -4.98, 0.14], [-2.21, 2.84, 2.32], [2.20, -2.46, 2.51], [-0.97, 3.59, 0.63], [1.82, -0.71, -0.07], [2.88, 2.67, 0.33], [0.76, -3.35, 0.13], [-0.21, 0.00, -0.05], [-0.60, -0.76, -0.10], [0.05, 0.11, 0.04], [0.17, 0.66, -0.98], [0.03, -0.11, -0.05], [0.63, -0.58, -0.72], [2.69, 0.13, -1.11], [0.17, 0.83, -0.28], [-1.66, -0.30, 0.83], [1.10, 3.54, -2.09], [-2.71, 2.90, 0.20], [0.11, 0.07, -0.12], [0.14, 0.04, -0.09], [1.97, -2.42, -0.27], [-0.04, 1.26, -0.97], [0.12, -0.04, 0.08], [-0.59, -2.74, 1.37], [-0.12, -0.07, 0.09], [-0.06, 0.13, 0.03], [0.33, 0.78, 0.22], [0.51, 0.31, 0.08], [-2.23, 2.21, 0.35], [-0.07, -1.18, 0.61], [-0.07, -0.06, 0.04], [-0.13, -0.08, 0.02], [0.00, -0.04, 0.14], [-0.03, 0.10, -0.15], [-0.52, 1.21, -1.08], [-0.04, -0.08, 0.01], [0.09, 0.00, 0.02], [0.22, -0.34, 1.78], [1.30, -0.60, -0.63], [-0.04, -0.02, 0.04], [0.06, 0.04, -0.01], [-0.61, 1.39, -0.76], [-0.01, 0.06, 0.03], [0.04, -0.02, 0.06], [-0.03, 0.01, -0.06], [-0.88, 0.99, 1.53], [-1.30, 1.56, 0.05], [1.51, 1.01, 0.02], [0.03, 0.07, -0.02], [-0.07, -0.01, 0.01], [0.05, 0.02, 0.03], [-1.53, 0.23, -0.73], [0.00, 0.01, 0.09], [-0.01, -0.06, -0.03], [0.04, 0.05, -0.09], [-0.01, -0.05, 0.03], [-0.60, -1.82, -0.33], [-0.62, -1.01, -0.95], [-1.45, -0.93, 0.16], [-0.06, 0.03, 0.06], [0.14, 0.08, 0.03], [-0.49, -1.36, 1.06], [0.16, -1.70, -0.97], [0.11, 0.04, 0.03], [-0.03, -0.04, 0.02], [0.00, 0.03, 0.04], [1.73, 0.23, -1.12], [0.06, 0.03, -0.04], [-0.01, 0.01, -0.05], [0.02, 0.04, -0.04], [-0.02, -0.05, -0.02], [0.04, -0.09, -0.05], [0.02, 0.00, -0.03], [-1.54, -0.94, -0.34], [-1.43, -0.47, 0.67], [1.80, -0.42, -0.44], [-0.04, -0.02, 0.00], [-0.07, 0.03, -0.07], [1.36, 0.70, -1.02], [-0.05, -0.10, 0.01]]
}

{
  "formula": "C4H9INO",
  "method": "ωB97M-V with the def2-TZVPD basis set",
  "charge": 1,
  "homo_ev": -12.7610,
  "e_tot_ev": -15921.6892,
  "fmax_ev_per_a": 2.82,
  "e_above_lowest_kj_mol": 314.0,
  "orbital_gap_ev": 9.0,
  "symbols": ["I", "O", "N", "C", "C", "C", "C", "H", "H", "H", "H", "H", "H", "H", "H", "H"],
  "positions_angstrom": [[2.2240, -0.1693, -0.6678], [-0.6374, -0.1668, 1.0050], [-1.1453, -0.0233, -1.2284], [-1.1866, 1.1237, 0.9196], [-1.5898, 1.3012, -0.6181], [-0.4475, -0.8572, -0.0285], [2.9749, -1.7028, 0.6960], [-0.7435, 0.0780, -2.1822], [-1.9426, -0.6290, -1.4656], [2.9952, -2.5230, -0.0124], [-2.7633, 1.4829, -0.6673], [-2.1879, 1.1729, 1.4177], [2.1246, -1.6256, 1.4573], [-0.4022, 1.8161, 1.3186], [3.8591, -1.4023, 1.2655], [-1.1317, 2.1245, -1.2092]],
  "atomic_forces_ev_per_a": [[0.91, 0.39, -0.02], [-0.33, -0.73, 0.15], [-1.44, 0.78, -0.10], [-1.22, 2.20, -1.28], [-1.49, 0.61, -0.06], [0.65, -1.31, -0.79], [-2.11, 1.29, 1.12], [0.71, -0.05, 1.11], [-0.09, 0.13, 0.50], [0.22, -0.36, 0.82], [2.57, -0.75, -0.13], [1.42, -0.15, 0.41], [1.11, -1.05, -1.21], [-1.03, -0.36, -0.42], [0.13, -0.05, -0.92], [-0.03, -0.58, 0.82]]
}

{
  "formula": "C16H26NO2",
  "method": "ωB97M-V with the def2-TZVPD basis set",
  "charge": 1,
  "homo_ev": -11.1041,
  "e_tot_ev": -22579.3629,
  "fmax_ev_per_a": 18.42,
  "e_above_lowest_kj_mol": 1427.5,
  "smiles": "CCc1cccc(OCCOCC[NH+]2CCCC2)c1",
  "orbital_gap_ev": 8.6,
  "symbols": ["O", "O", "N", "C", "C", "C", "C", "C", "C", "C", "C", "C", "C", "C", "C", "C", "C", "C", "C", "H", "H", "H", "H", "H", "H", "H", "H", "H", "H", "H", "H", "H", "H", "H", "H", "H", "H", "H", "H", "H", "H", "H", "H", "H", "H"],
  "positions_angstrom": [[2.3927, 2.0045, 0.6378], [-0.2822, 1.5807, 0.3352], [2.7287, -0.4055, -0.0634], [-4.2935, 0.7493, -0.1742], [2.5726, 1.7871, -0.9619], [-2.5701, 2.2596, -0.3831], [-3.7235, -1.9542, 0.4761], [-3.5401, -2.6501, -0.5332], [3.2525, 0.5603, -0.8590], [-2.1112, -0.0932, 0.7100], [1.1184, -2.2361, 0.5403], [-3.7893, 1.7882, -0.5040], [2.6797, -2.7636, 0.6683], [1.4109, -1.1073, -0.7018], [0.0882, 2.9057, 0.4839], [1.5474, 2.9719, 0.9985], [-1.6311, 1.3474, 0.1131], [3.5094, -1.6482, 0.3799], [-3.3861, -0.4530, 0.3865], [2.7543, -3.8858, 0.1063], [-5.3636, 0.3515, -0.4608], [0.7977, -1.6781, 1.3007], [0.6932, -0.2820, -0.5414], [1.5460, -1.6033, -1.6080], [1.6436, 2.8701, 2.1659], [2.1267, 4.0963, 0.5667], [-3.8361, -3.7048, -0.4306], [-4.0564, -2.2795, -1.4301], [4.0573, -2.0732, -0.7000], [2.7758, -2.8650, 1.6972], [1.5461, 1.8743, -1.3061], [-4.8415, -1.9341, 0.9715], [4.4316, 0.6051, -0.8610], [0.1663, 3.1050, -0.6379], [2.5729, 0.2342, 0.7708], [-2.2069, 3.3310, -0.4980], [4.3138, -1.2664, 0.7158], [3.1939, 2.6590, -1.2720], [3.3567, 0.1283, -1.7787], [-0.6193, 3.6781, 1.1852], [-4.5125, 2.3612, -1.0108], [-2.3964, -2.5634, -0.9807], [0.5347, -2.9809, 0.1209], [-3.2457, -2.1243, 1.3657], [-1.4058, -0.6968, 1.0004]],
  "atomic_forces_ev_per_a": [[1.49, -2.32, -3.73], [-1.63, -1.57, 1.64], [-3.31, -4.03, 2.64], [-4.38, -16.17, 3.56], [-1.29, 4.40, 4.37], [8.22, 1.26, 1.88], [-6.39, 11.26, 13.10], [4.27, -8.28, -14.04], [6.73, -0.68, -3.96], [-3.14, 7.18, -4.89], [5.62, 0.88, -6.04], [-1.52, 8.71, -3.85], [-4.48, -3.36, 0.72], [-0.96, 1.21, 6.70], [0.65, 2.48, -1.08], [0.68, 4.34, 2.05], [-1.70, -2.38, 2.21], [-0.93, -0.63, -10.18], [-0.67, 2.81, -1.06], [0.30, 3.61, 1.43], [2.14, 1.29, 0.69], [-1.44, 1.58, 3.31], [-0.06, -0.70, -1.15], [0.74, -0.11, -1.63], [-0.67, 0.94, -1.98], [-2.23, -2.78, 1.63], [0.45, 0.15, -0.17], [-0.28, -0.15, 0.11], [-1.31, 1.68, 2.22], [0.13, -1.45, 2.07], [0.24, -0.61, -0.54], [1.94, -0.37, -1.61], [-1.91, 0.67, 1.57], [-0.48, 1.78, 1.42], [-1.26, -1.26, -0.06], [-0.98, -1.58, -0.43], [5.55, 1.80, 4.32], [-0.47, -0.85, -0.08], [-0.55, -1.13, -3.34], [1.74, -2.38, -2.23], [-0.62, 1.61, -0.57], [-2.32, -0.62, 1.28], [-1.49, -1.33, -0.17], [1.78, -1.59, 2.13], [3.80, -3.33, 1.78]]
}